(1)
Entry from the OMol25 dataset: 2 unconnected molecules or ions with the total composition C11H15N (ωB97M-V/def2-TZVPD).

Summary:
Spin multiplicity   2
Lowest unoccupied orbital energy (spin up / spin down)   3.60 / 3.57 eV
Charge   -1

CARTESIAN COORDINATES (ANGSTROEM)
1 C 1.071 1.579 -1.478
2 C -1.113 0.362 -0.734
3 C -0.389 1.400 -1.421
4 C -2.460 0.719 -0.634
5 C -1.357 2.287 -1.824
6 C -0.719 -0.925 -0.258
7 C -1.618 -1.602 0.587
8 C -2.875 -1.057 0.881
9 C -3.359 0.060 0.188
10 N -2.628 1.828 -1.470
11 H 0.220 -1.380 -0.557
12 H -1.259 -2.530 1.025
13 H -3.558 -1.632 1.500
14 H 1.704 0.690 -1.516
15 H 1.350 2.130 -0.569
16 H -1.264 3.218 -2.368
17 H -3.412 2.391 -1.704
18 H -4.425 0.250 0.242
19 H 1.288 2.097 -2.421
20 C 3.460 -1.023 0.944
21 C 2.726 -1.420 2.217
22 H 3.466 0.061 0.772
23 H 4.486 -1.382 0.921
24 H 2.909 -1.348 0.057
25 H 2.834 -2.509 2.319
26 H 1.655 -1.246 2.227
27 H 3.267 -1.018 3.075

(2)
Entry from the OMol25 dataset: C3H4N2O in the gas phase (ωB97M-V/def2-TZVPD).

Summary:
Lowest unoccupied orbital energy   0.20 eV

CARTESIAN COORDINATES (ANGSTROEM)
1 O 2.504 0.094 -0.439
2 C 0.879 -0.200 -0.555
3 N 1.648 -1.199 -0.671
4 N -1.574 -1.067 0.515
5 C -1.378 0.164 0.237
6 C -0.128 0.654 -0.332
7 H 2.675 0.113 0.522
8 H -2.490 -1.194 0.946
9 H -2.127 0.950 0.413
10 H -0.010 1.687 -0.637

(3)
Entry from the OMol25 dataset: a molecular structure, C36H42As2N4S2Se2Ti (ωB97M-V/def2-TZVPD).

Summary:
Lowest unoccupied orbital energy   -0.76 eV

CARTESIAN COORDINATES (ANGSTROEM)
1 Ti 1.053 -0.917 -0.783
2 C -1.718 -1.104 3.016
3 N -1.457 -1.927 1.848
4 C -2.633 -2.544 1.273
5 C -3.744 -1.568 0.873
6 N -3.396 -0.286 0.239
7 C -4.121 0.797 0.898
8 C -3.438 -0.211 -1.182
9 C -4.511 0.426 -1.812
10 C -4.547 0.644 -3.180
11 C -3.497 0.209 -3.973
12 C -2.446 -0.469 -3.380
13 C -2.400 -0.689 -2.003
14 S -1.074 -1.703 -1.421
15 C -0.354 -2.795 2.041
16 C -0.528 -4.153 2.322
17 C 0.552 -4.988 2.558
18 C 1.841 -4.479 2.538
19 C 2.037 -3.141 2.247
20 C 0.958 -2.301 1.971
21 S 1.384 -0.643 1.460
22 H -2.205 -1.674 3.824
23 H -2.348 -0.259 2.744
24 H -0.778 -0.706 3.394
25 H -3.127 -3.243 1.973
26 H -2.309 -3.127 0.413
27 H -4.296 -1.313 1.779
28 H -4.449 -2.128 0.245
29 H -5.209 0.639 0.926
30 H -3.933 1.745 0.401
31 H -3.776 0.885 1.927
32 H -5.338 0.778 -1.211
33 H -5.395 1.152 -3.619
34 H -3.501 0.377 -5.042
35 H -1.627 -0.844 -3.982
36 H -1.528 -4.561 2.370
37 H 0.381 -6.037 2.767
38 H 2.692 -5.120 2.725
39 H 3.039 -2.737 2.168
40 C 0.288 2.269 -3.276
41 As -0.082 1.753 -1.433
42 C -1.859 2.560 -1.417
43 C 0.864 3.182 -0.477
44 C 1.710 4.033 -1.186
45 C 2.431 5.025 -0.541
46 C 2.321 5.174 0.832
47 C 1.478 4.334 1.544
48 C 0.744 3.334 0.911
49 As -0.480 2.195 1.952
50 C -1.696 3.645 2.495
51 C 0.530 2.113 3.631
52 H -0.281 1.599 -3.917
53 H 1.340 2.161 -3.524
54 H -0.035 3.298 -3.431
55 H -1.735 3.616 -1.658
56 H -2.308 2.458 -0.435
57 H -2.492 2.082 -2.162
58 H 1.825 3.921 -2.256
59 H 3.083 5.675 -1.112
60 H 2.887 5.939 1.348
61 H 1.399 4.461 2.617
62 H -1.144 4.492 2.899
63 H -2.379 3.265 3.256
64 H -2.280 3.977 1.637
65 H 0.690 3.101 4.061
66 H 1.487 1.624 3.456
67 H -0.039 1.512 4.340
68 Se 1.853 -0.788 -3.274
69 Se 4.539 -1.926 -0.290
70 C 2.994 0.400 -2.364
71 C 4.123 1.052 -2.853
72 C 4.858 1.830 -1.984
73 C 4.459 1.958 -0.654
74 C 3.324 1.304 -0.245
75 N 2.603 0.555 -1.091
76 C 3.253 -3.186 -0.700
77 C 3.668 -4.538 -0.845
78 C 2.773 -5.548 -1.026
79 C 1.405 -5.239 -1.052
80 C 1.045 -3.931 -0.935
81 N 1.925 -2.898 -0.800
82 H 4.418 0.905 -3.882
83 H 5.752 2.331 -2.334
84 H 5.021 2.553 0.051
85 H 2.977 1.354 0.777
86 H 4.730 -4.726 -0.788
87 H 3.114 -6.571 -1.130
88 H 0.642 -5.997 -1.153
89 H -0.002 -3.676 -0.938

(4)
Entry from the OMol25 dataset: C3H5FO2 in the gas phase (ωB97M-V/def2-TZVPD).

Summary:
Lowest unoccupied orbital energy   0.83 eV
Structure (SMILES)   COC(=O)CF

CARTESIAN COORDINATES (ANGSTROEM)
1 C 1.684 -0.624 -0.120
2 O 0.349 -0.622 0.177
3 C -0.282 0.530 0.115
4 O 0.067 1.678 -0.091
5 C -1.877 0.337 0.039
6 F -2.023 -1.108 -0.123
7 H 1.836 -1.631 -0.354
8 H 2.460 -0.505 0.926
9 H 2.197 0.065 -0.837
10 H -2.231 1.120 -0.785
11 H -2.182 0.760 1.054

(5)
Entry from the OMol25 dataset: 2 unconnected molecules or ions with the total composition C3H12N7 (ωB97M-V/def2-TZVPD).

Summary:
Spin multiplicity   3
Lowest unoccupied orbital energy (spin up / spin down)   -2.40 / -6.33 eV
Charge   +1

CARTESIAN COORDINATES (ANGSTROEM)
1 C 2.045 1.442 -0.097
2 C 2.683 0.304 -0.220
3 C 0.771 1.607 0.572
4 N 1.941 -0.851 0.079
5 N -0.034 0.336 0.328
6 N -0.004 2.744 0.065
7 N 2.552 -2.073 0.172
8 N -1.386 0.249 0.341
9 N -2.738 -2.049 0.243
10 N 0.589 -0.778 0.298
11 H 2.542 2.406 -0.390
12 H 3.727 0.187 -0.506
13 H 1.067 1.512 1.581
14 H 0.072 2.823 -0.872
15 H -0.234 3.579 0.602
16 H 2.473 -2.734 -0.547
17 H 2.622 -2.560 1.025
18 H -1.783 1.041 0.765
19 H -1.793 -0.605 0.471
20 H -3.498 -2.554 0.566
21 H -3.057 -1.581 -0.658
22 H -2.056 -2.805 -0.103

(6)
Entry from the OMol25 dataset: 3 unconnected molecules or ions with the total composition C4H13NO3 (ωB97M-V/def2-TZVPD).

Summary:
Lowest unoccupied orbital energy   0.21 eV
Structure (SMILES)   CCN(C)C=O.O.O

CARTESIAN COORDINATES (ANGSTROEM)
1 C 0.925 -0.651 1.405
2 C -0.197 -1.135 2.311
3 N -1.461 -1.463 1.675
4 C -1.936 -0.615 0.606
5 C -1.803 -2.786 1.703
6 O -2.613 -3.309 0.965
7 H 1.269 -1.512 0.820
8 H 1.797 -0.287 1.955
9 H 0.644 0.174 0.754
10 H -0.384 -0.255 2.956
11 H 0.107 -1.783 3.114
12 H -1.417 -0.712 -0.350
13 H -1.674 0.411 0.881
14 H -3.013 -0.725 0.587
15 H -1.387 -3.330 2.566
16 O 2.806 1.735 -1.589
17 H 2.472 2.507 -1.133
18 H 2.995 1.936 -2.501
19 O 1.008 4.131 -5.816
20 H 1.724 3.907 -5.218
21 H 0.135 3.763 -5.692

Table of relative energy (zero: lowest compared OMol25 entry of this formula, charge and spin) (kJ/mol), in record order: 58.8 555.9 71.4 200.8 0.0 166.6
Table of max |F| (hartree/bohr), in record order: 0.045 0.014 0.028 0.120 0.151 0.069